Record 1
Computed, not measured: C18H20ClN3O4 in the gas phase, with ωB97M-V/def2-TZVPD.

## Properties
HOMO   -7.996 eV
Calculated total energy   -1623.3355 hartree
ΔE to the lowest compared entry with this formula, charge and spin   240.6 kJ/mol
LUMO level   0.280 eV
SMILES   CCOC(=O)N1CCN(c2c(NCc3ccc(Cl)cc3)c(=O)c2=O)CC1
Net charge   0
Orbital gap   8.28 eV

Last column: Mulliken charge in e.
Cartesian coordinates (Å):
C1 -0.338 3.283 -6.425  -1.1176
C2 -0.083 3.731 -4.993  -0.2627
H1 -0.610 4.661 -4.771  0.3134
H2 0.991 3.860 -4.824  0.3264
O1 -0.592 2.790 -4.049  -0.4003
C3 0.197 1.727 -3.792  0.6417
O2 1.301 1.556 -4.254  -0.6606
N1 -0.410 0.865 -2.941  0.2326
C4 0.302 -0.298 -2.470  -1.3428
H3 -0.186 -1.211 -2.828  0.3381
H4 1.308 -0.255 -2.893  0.4398
C5 0.366 -0.295 -0.943  -0.5329
N2 -0.967 -0.118 -0.394  0.1196
C6 -1.163 0.114 0.912  0.6896
C7 -0.366 0.127 2.061  0.5380
N3 0.950 0.002 2.323  -0.1596
H5 1.544 -0.398 1.609  0.2855
C8 1.415 -0.156 3.692  -1.7045
C9 1.394 -1.606 4.106  0.6879
C10 0.265 -2.140 4.717  -0.1758
C11 0.213 -3.482 5.048  -0.7828
C12 1.297 -4.296 4.761  0.4001
C13 2.430 -3.782 4.151  -0.6685
C14 2.470 -2.438 3.825  -0.3456
H6 3.355 -2.033 3.355  0.3975
H7 3.269 -4.425 3.938  0.4098
Cl1 1.240 -5.975 5.171  -0.2155
H8 -0.662 -3.894 5.526  0.4276
H9 -0.574 -1.498 4.939  0.4673
H10 0.753 0.427 4.333  0.5658
H11 2.429 0.248 3.752  0.4694
C15 -1.514 0.438 2.926  0.2895
O3 -1.664 0.610 4.115  -0.6828
C16 -2.379 0.422 1.685  -0.2115
O4 -3.543 0.582 1.397  -0.6712
C17 -2.051 0.065 -1.333  -1.1772
H12 -2.950 0.341 -0.781  0.5203
H13 -2.245 -0.877 -1.858  0.2400
C18 -1.696 1.161 -2.334  -0.3445
H14 -2.466 1.230 -3.109  0.3717
H15 -1.645 2.130 -1.824  0.3470
H16 1.012 0.527 -0.609  0.4653
H17 0.792 -1.244 -0.596  0.4816
H18 0.204 2.362 -6.624  0.3067
H19 0.005 4.049 -7.113  0.3923
H20 -1.400 3.111 -6.583  0.2919



Record 2
Computed, not measured: C18H20F2N8O2 in the gas phase, with ωB97M-V/def2-TZVPD.

## Properties
HOMO   -7.887 eV
Calculated total energy   -1486.0535 hartree
LUMO level   0.226 eV
SMILES   Cc1cc(Nc2nc(O[C@@H](C)c3ncc(F)cn3)c(F)c(N3CCOCC3)n2)[nH]n1
Net charge   0
Orbital gap   8.11 eV

Last column: Mulliken charge in e.
Cartesian coordinates (Å):
F1 5.253 0.320 -0.525  -0.2737
F2 -0.306 -1.510 2.940  -0.3147
N1 -0.891 4.136 -2.297  -1.3057
N2 2.225 1.993 0.318  -0.3820
N3 3.047 0.945 2.297  -0.5079
N4 -0.664 0.915 0.372  -0.1783
N5 -1.112 -1.179 -0.540  -0.6317
O1 -1.654 -5.895 0.583  -0.3687
O2 0.019 1.170 2.463  -0.4843
C1 -0.940 3.699 -3.538  0.5179
C2 -1.179 2.298 -3.555  -0.6162
C3 -1.092 1.842 -2.285  0.3880
C4 -0.918 0.101 -0.603  0.0275
C5 2.156 1.661 1.607  0.2804
C6 3.311 1.574 -0.408  -0.4034
C7 3.999 0.494 1.619  -0.2393
C8 -0.361 0.293 1.478  0.5408
C9 -0.873 -1.837 0.667  -0.2092
C10 4.236 0.740 0.260  0.3863
C11 -0.514 -1.064 1.736  0.4259
N6 -0.743 2.984 -1.630  0.6451
N7 -1.200 0.566 -1.828  0.0216
N8 -0.967 -3.184 0.844  0.3100
C12 -1.156 4.691 -4.690  -1.2419
C13 -2.561 -5.016 1.259  -0.7580
C14 -1.046 -5.188 -0.490  -0.4989
C15 -1.803 -3.829 1.921  -0.5171
C16 -0.208 -4.053 -0.032  -0.5750
C17 1.156 2.943 3.543  -1.9849
C18 0.943 2.209 2.235  1.0274
H1 -1.321 1.654 -4.489  0.2094
H2 3.302 1.736 -1.440  0.4994
H3 4.768 -0.073 2.050  0.4963
H4 -0.598 2.976 -0.646  0.3725
H5 -1.578 -0.181 -2.397  0.2552
H6 -1.248 4.239 -5.694  0.3203
H7 -0.376 5.351 -4.706  0.3528
H8 -2.155 5.117 -4.714  0.2854
H9 -3.217 -5.538 2.043  0.3108
H10 -3.103 -4.546 0.495  0.4562
H11 -1.769 -4.727 -1.240  0.3207
H12 -0.377 -5.885 -1.149  0.2960
H13 -2.394 -3.096 2.375  0.4833
H14 -1.213 -4.224 2.811  0.2894
H15 0.159 -3.536 -0.877  0.3879
H16 0.668 -4.603 0.476  0.2351
H17 1.895 3.706 3.522  0.4493
H18 0.263 3.466 3.888  0.4280
H19 1.530 2.263 4.263  0.4345
H20 0.607 3.086 1.707  0.0374



Record 3
Computed, not measured: a molecular structure, C18H20F5GaSSb2, with ωB97M-V/def2-TZVPD.

## Properties
HOMO   -14.532 eV
Calculated total energy   -4000.0749 hartree
LUMO level   -7.046 eV
Net charge   +2
Orbital gap   7.49 eV

Last column: Mulliken charge in e.
Cartesian coordinates (Å):
Ga1 -0.111 0.184 0.292  0.3722
C1 -1.551 0.033 4.193  -1.1589
Sb1 -1.987 0.215 2.134  0.8818
C2 -3.430 -1.244 1.642  -1.1674
C3 -2.905 2.120 1.684  -1.4484
C4 -4.030 1.940 0.702  0.4126
C5 -5.258 1.485 1.183  -0.3215
C6 -6.331 1.265 0.338  -0.7455
C7 -6.189 1.503 -1.021  -0.7424
C8 -4.986 1.981 -1.509  -0.6858
C9 -3.895 2.212 -0.668  0.9131
C10 -2.660 2.816 -1.279  -1.4599
Sb2 -1.137 1.424 -1.811  0.6942
C11 0.417 2.494 -2.761  -1.1661
C12 -2.011 0.158 -3.254  -1.1637
H1 -1.210 0.989 4.580  0.4204
H2 -0.790 -0.729 4.338  0.3768
H3 -2.477 -0.263 4.683  0.3911
H4 -4.210 -1.224 2.401  0.3995
H5 -2.962 -2.227 1.623  0.4577
H6 -3.867 -1.005 0.675  0.3188
H7 -2.110 2.763 1.312  0.3681
H8 -3.242 2.537 2.633  0.6416
H9 -5.378 1.318 2.248  0.5058
H10 -7.275 0.923 0.740  0.4496
H11 -7.020 1.344 -1.695  0.4374
H12 -4.900 2.212 -2.565  0.4252
H13 -2.203 3.597 -0.672  0.6125
H14 -2.918 3.272 -2.236  0.6541
H15 0.021 2.959 -3.662  0.4327
H16 1.212 1.800 -3.026  0.3897
H17 0.796 3.260 -2.088  0.4021
H18 -2.235 0.762 -4.132  0.3880
H19 -2.930 -0.264 -2.853  0.3947
H20 -1.316 -0.634 -3.521  0.4174
F1 5.463 3.000 2.230  -0.2471
C13 4.619 2.114 1.748  0.7474
C14 3.274 2.436 1.622  -0.3456
F2 2.813 3.624 1.979  -0.2612
C15 2.430 1.476 1.114  0.1648
F3 1.074 1.819 0.992  -0.0550
C16 2.817 0.213 0.721  0.2218
S1 1.727 -1.018 0.050  -0.2313
C17 4.169 -0.079 0.859  0.3128
F4 4.614 -1.272 0.497  -0.3100
C18 5.062 0.855 1.365  0.1390
F5 6.336 0.548 1.483  -0.2330



Record 4
Computed, not measured: C18H20N2O in the gas phase, with ωB97M-V/def2-TZVPD.

## Properties
HOMO   -7.693 eV
Calculated total energy   -882.1027 hartree
ΔE to the lowest compared entry with this formula, charge and spin   1572.3 kJ/mol
LUMO level   0.570 eV
SMILES   CCCc1nc2ccccc2n1CCOc1ccccc1
Net charge   0
Orbital gap   8.26 eV

Last column: Mulliken charge in e.
Cartesian coordinates (Å):
C1 -4.656 -1.203 1.065  -1.7954
C2 -3.228 -0.464 0.982  -0.4755
H1 -2.404 -1.056 1.169  0.4501
H2 -3.326 0.268 1.746  0.3823
C3 -3.102 0.075 -0.506  -1.2842
C4 -1.863 0.849 -0.282  1.0204
N1 -1.672 1.891 0.518  -0.8031
C5 -0.282 2.343 0.039  -0.0737
C6 0.452 3.390 0.574  -0.5229
C7 1.873 3.375 0.296  -0.4174
C8 2.337 2.673 -0.533  -0.5856
C9 1.547 1.531 -1.174  -0.8210
C10 0.342 1.179 -0.810  1.3294
N2 -0.676 0.572 -0.969  0.1935
C11 -0.560 -0.730 -1.913  -1.3492
H3 -1.416 -0.818 -2.408  0.6350
H4 0.443 -0.806 -2.254  0.5541
C12 -0.613 -2.033 -0.816  -0.7661
O1 0.165 -1.668 0.274  -0.4113
C13 1.377 -1.469 0.485  0.6253
C14 2.262 -1.899 -0.710  -0.9061
C15 3.535 -1.501 -0.316  -0.3500
C16 4.102 -0.807 0.702  -0.4996
C17 3.145 -0.501 1.807  -1.4259
C18 1.866 -0.677 1.256  0.4918
H5 1.235 -0.537 2.242  0.1067
H6 3.563 -0.207 2.507  0.8911
H7 5.193 -0.523 0.716  0.3536
H8 4.267 -1.930 -1.133  0.1147
H9 2.016 -2.464 -1.430  0.8627
H10 -1.593 -2.121 -0.680  0.7564
H11 -0.179 -2.851 -1.576  0.2423
H12 2.137 0.752 -1.713  0.2078
H13 3.418 2.428 -0.838  0.2504
H14 2.425 4.149 0.690  0.5149
H15 0.104 4.299 1.363  0.1670
H16 -3.154 -0.457 -1.347  0.5517
H17 -3.904 1.028 -0.235  0.3184
H18 -4.893 -1.638 1.958  0.4571
H19 -4.830 -1.844 0.304  0.4782
H20 -5.450 -0.597 0.949  0.5324



Record 5
Computed, not measured: a molecular structure, C18H20N2O2RuS, with ωB97M-V/def2-TZVPD.

## Properties
HOMO (spin up / spin down)   -10.795 / -10.764 eV
Calculated total energy   -1450.6794 hartree
ΔE to the lowest compared entry with this formula, charge and spin   257.0 kJ/mol
LUMO level (spin up / spin down)   -5.279 / -5.195 eV
Net charge   +1
Spin multiplicity   2
Orbital gap (spin up / spin down)   5.52 / 5.57 eV

Last column: Mulliken charge in e.
Cartesian coordinates (Å):
Ru1 -0.171 0.240 -0.351  0.8591
O1 -2.215 0.068 -0.497  -0.7807
C1 -2.795 -0.611 0.434  0.7042
C2 -4.163 -0.984 0.309  -0.4475
C3 -4.700 -1.863 1.209  -0.4720
C4 -3.919 -2.379 2.264  -0.6439
C5 -2.595 -1.975 2.447  -0.4037
C6 -2.036 -1.078 1.566  0.1861
C7 -0.716 -0.450 1.761  -0.4928
N1 0.324 -1.086 2.113  -0.2882
C8 1.502 -0.326 2.441  -0.8080
C9 2.408 -0.266 1.222  -0.5737
N2 1.810 0.575 0.178  0.0081
C10 2.558 1.558 -0.218  0.3183
C11 2.245 2.574 -1.145  0.1416
C12 3.178 3.622 -1.345  -0.7302
C13 2.888 4.666 -2.173  -0.7152
C14 1.638 4.680 -2.824  -0.3972
C15 0.735 3.659 -2.662  -0.5769
C16 1.030 2.578 -1.822  0.7392
O2 0.158 1.592 -1.728  -0.7576
H1 -4.727 -0.595 -0.529  0.4898
H2 -5.731 -2.175 1.108  0.4091
H3 -4.359 -3.081 2.961  0.4169
H4 -2.017 -2.334 3.290  0.4562
H5 -0.790 0.637 1.903  0.5755
H6 2.034 -0.839 3.240  0.4846
H7 1.260 0.691 2.768  0.3543
H8 2.562 -1.270 0.834  0.0684
H9 3.371 0.135 1.538  0.4487
H10 3.545 1.641 0.236  0.2429
H11 4.127 3.590 -0.819  0.3519
H12 3.598 5.466 -2.323  0.4302
H13 1.381 5.515 -3.465  0.3976
H14 -0.223 3.656 -3.167  0.4702
C17 1.150 -2.957 -0.531  -0.8599
S1 0.168 -1.890 -1.593  0.2349
C18 -1.408 -2.737 -1.417  -0.8455
H15 0.947 -2.756 0.516  0.2298
H16 2.199 -2.784 -0.767  0.3281
H17 0.903 -3.990 -0.774  0.4482
H18 -1.310 -3.730 -1.852  0.4700
H19 -2.155 -2.169 -1.967  0.3088
H20 -1.690 -2.818 -0.368  0.2203



Record 6
Computed, not measured: C18H20N2O2S in the gas phase, with ωB97M-V/def2-TZVPD.

## Properties
HOMO   -7.363 eV
Calculated total energy   -1356.0913 hartree
ΔE to the lowest compared entry with this formula, charge and spin   95.1 kJ/mol
LUMO level   0.700 eV
SMILES   O=C(CSc1ccccc1)Nc1ccc(N2CCOCC2)cc1
Net charge   0
Orbital gap   8.06 eV

Last column: Mulliken charge in e.
Cartesian coordinates (Å):
O1 3.047 1.976 -1.500  -0.6403
C1 3.086 0.783 -1.697  0.6180
N1 2.300 -0.139 -1.077  -0.0721
C2 1.193 0.075 -0.243  0.3983
C3 0.798 1.331 0.196  -1.3952
C4 -0.308 1.470 1.012  -0.1777
C5 -1.066 0.368 1.419  1.0997
C6 -0.664 -0.890 0.949  -0.5135
C7 0.443 -1.033 0.143  -0.7466
H1 0.723 -2.017 -0.207  0.3318
H2 -1.237 -1.769 1.199  0.4123
N2 -2.221 0.478 2.183  -0.0513
C8 -2.758 1.778 2.533  -1.0119
H3 -2.604 2.485 1.720  0.4762
C9 -2.150 2.294 3.844  -0.3816
O2 -2.375 1.373 4.890  -0.4138
C10 -1.844 0.106 4.573  -0.5638
C11 -2.452 -0.449 3.275  -0.6780
H4 -2.015 -1.422 3.060  0.3216
H5 -3.533 -0.564 3.403  0.3256
H6 -2.077 -0.541 5.420  0.3868
H7 -0.751 0.175 4.456  0.3058
H8 -2.622 3.228 4.155  0.3553
H9 -1.068 2.455 3.718  0.3284
H10 -3.837 1.650 2.679  0.3856
H11 -0.566 2.465 1.337  0.2834
H12 1.362 2.200 -0.096  0.5183
H13 2.431 -1.108 -1.334  0.1999
C12 4.025 0.158 -2.712  -0.7892
H14 4.333 -0.853 -2.447  0.3250
H15 4.893 0.796 -2.861  0.4234
S1 3.200 0.113 -4.355  -0.1144
C13 1.710 -0.766 -3.891  0.0219
C14 1.731 -2.148 -3.779  -0.2942
C15 0.590 -2.816 -3.368  -0.4987
C16 -0.562 -2.105 -3.072  -0.5115
C17 -0.580 -0.726 -3.198  -0.4483
C18 0.555 -0.052 -3.613  -0.3136
H16 0.558 1.023 -3.709  0.4194
H17 -1.477 -0.172 -2.967  0.4239
H18 -1.448 -2.627 -2.744  0.4207
H19 0.602 -3.892 -3.278  0.3988
H20 2.634 -2.691 -4.015  0.4357



Record 7
Computed, not measured: a molecular structure, C18H20N4O7RuS2, with ωB97M-V/def2-TZVPD.

## Properties
HOMO (spin up / spin down)   -3.936 / -3.839 eV
Calculated total energy   -2335.0128 hartree
ΔE to the lowest compared entry with this formula, charge and spin   127.7 kJ/mol
LUMO level (spin up / spin down)   2.504 / 2.501 eV
Net charge   -1
Spin multiplicity   2
Orbital gap (spin up / spin down)   6.44 / 6.34 eV

Last column: Mulliken charge in e.
Cartesian coordinates (Å):
Ru1 0.192 -0.032 0.285  1.3443
O1 -2.264 2.851 1.569  -0.5698
C1 -1.032 2.670 1.176  0.6787
O2 -0.729 2.156 0.112  -0.7345
C2 -0.024 3.239 2.141  -0.6890
O3 1.275 2.956 1.736  -0.3728
C3 2.016 2.194 2.655  -0.5383
C4 1.462 0.815 3.025  0.4988
O4 1.812 0.396 4.119  -0.7220
O5 0.642 0.203 2.238  -0.6724
H1 -2.872 2.308 0.950  0.5389
H2 -0.178 4.325 2.145  0.4059
H3 -0.260 2.868 3.144  0.3490
H4 2.997 2.055 2.205  0.3325
H5 2.131 2.738 3.598  0.3469
S1 2.318 0.784 -0.286  -0.5319
C5 3.371 -0.595 -0.025  0.3580
C6 4.723 -0.457 0.262  -0.8332
C7 5.524 -1.583 0.429  -0.5401
C8 4.970 -2.849 0.323  -0.4566
C9 3.613 -2.991 0.046  -0.5411
C10 2.817 -1.869 -0.138  0.5423
S2 1.127 -1.952 -0.595  -0.3596
H6 5.147 0.536 0.360  0.3811
H7 6.576 -1.467 0.660  0.3352
H8 5.585 -3.727 0.476  0.3323
H9 3.164 -3.975 -0.019  0.3948
C11 1.718 -0.049 -4.190  -0.6986
N1 0.324 0.359 -4.003  0.0650
C12 -0.553 0.387 -5.159  -0.9669
C13 -0.185 0.170 -2.799  0.4994
N2 -0.590 0.041 -1.730  -0.3135
H10 2.211 0.671 -4.843  0.3136
H11 1.777 -1.047 -4.631  0.2953
H12 2.211 -0.058 -3.218  0.1052
H13 -0.166 1.101 -5.887  0.2954
H14 -1.547 0.703 -4.853  0.3557
H15 -0.621 -0.598 -5.632  0.3212
C14 -5.979 -0.094 0.663  -0.9265
N3 -4.661 -0.656 0.883  0.1564
C15 -4.493 -1.937 1.331  0.2641
C16 -3.277 -2.434 1.578  -1.3709
C17 -2.121 -1.588 1.310  0.6398
O6 -0.967 -2.003 1.412  -0.4679
N4 -2.323 -0.298 0.896  0.1704
C18 -3.552 0.179 0.698  0.2623
O7 -3.827 1.359 0.373  -0.8524
H16 -6.721 -0.872 0.835  0.2904
H17 -6.071 0.279 -0.356  0.2708
H18 -6.162 0.740 1.339  0.2925
H19 -5.403 -2.506 1.471  0.2736
H20 -3.127 -3.444 1.925  0.4486



Record 8
Computed, not measured: C18H20N4OS in the gas phase, with ωB97M-V/def2-TZVPD.

## Properties
HOMO   -8.089 eV
Calculated total energy   -1390.3783 hartree
ΔE to the lowest compared entry with this formula, charge and spin   96.3 kJ/mol
LUMO level   0.640 eV
SMILES   c1ccc(-c2csc3ncnc(NCCN4CCOCC4)c23)cc1
Net charge   0
Orbital gap   8.73 eV

Last column: Mulliken charge in e.
Cartesian coordinates (Å):
C1 0.679 3.132 0.775  -0.6105
C2 0.080 3.298 -0.463  -0.5708
C3 -1.112 2.658 -0.752  -0.6392
C4 -1.714 1.834 0.194  0.7727
C5 -1.112 1.680 1.443  -0.1811
C6 0.077 2.328 1.730  -0.3356
H1 0.532 2.207 2.702  0.4300
H2 -1.589 1.063 2.191  0.3406
C7 -2.975 1.141 -0.111  0.3449
C8 -4.118 1.791 -0.447  -0.3414
S1 -5.482 0.755 -0.702  -0.2402
C9 -4.496 -0.636 -0.368  -0.4238
N1 -4.947 -1.885 -0.403  -0.6367
C10 -4.041 -2.804 -0.153  -0.3166
N2 -2.753 -2.622 0.086  -0.6518
C11 -2.289 -1.372 0.116  0.8210
N3 -0.974 -1.186 0.305  0.3083
H3 -0.634 -0.239 0.359  -0.3221
C12 -0.034 -2.266 0.489  -0.9883
C13 1.291 -1.753 1.048  -0.7702
N4 2.232 -1.366 0.011  -0.0500
C14 3.531 -1.044 0.579  -0.5710
C15 4.520 -0.740 -0.545  -0.6494
H4 5.488 -0.445 -0.138  0.3617
O1 4.076 0.335 -1.338  -0.4179
C16 2.818 0.040 -1.890  -0.9389
C17 1.777 -0.253 -0.808  -0.0123
H5 0.841 -0.520 -1.298  0.4791
H6 1.624 0.660 -0.201  -0.0578
H7 2.523 0.914 -2.474  0.3895
H8 2.898 -0.834 -2.554  0.4041
H9 4.641 -1.638 -1.169  0.3501
H10 3.888 -1.901 1.154  0.4204
H11 3.469 -0.168 1.250  0.2989
H12 1.766 -2.560 1.612  0.5613
H13 1.091 -0.923 1.751  0.2605
H14 0.146 -2.780 -0.461  0.3256
H15 -0.484 -2.990 1.175  0.5847
C18 -3.173 -0.276 -0.074  -0.0023
H16 -4.383 -3.831 -0.159  0.4051
H17 -4.251 2.852 -0.537  0.5217
H18 -1.580 2.783 -1.717  0.5067
H19 0.545 3.928 -1.206  0.4176
H20 1.610 3.632 0.998  0.4235



| no. | F_max (Eh/bohr) |
| --- | --- |
| 1 | 0.0152 |
| 2 | 0.1072 |
| 3 | 0.0041 |
| 4 | 0.3779 |
| 5 | 0.0516 |
| 6 | 0.0129 |
| 7 | 0.0144 |
| 8 | 0.0142 |